Computed, not measured: an isolated molecule of C5H10N2S at a distorted geometry, with ωB97M-V/def2-TZVPD.

Structure (XYZ):
```
18
Properties=species:S:1:pos:R:3
H 2.792 -2.212 -0.025
N 1.947 -1.505 -0.266
C 0.833 -1.749 0.314
N -0.281 -0.976 -0.027
C -1.603 -1.241 0.303
S -3.046 -0.610 -0.275
C -0.111 0.183 -1.014
C 0.621 1.334 -0.379
C -0.317 1.881 0.716
H 0.328 -2.615 0.835
H -1.385 -2.054 1.136
H 0.563 0.101 -1.854
H -1.267 0.391 -1.196
H 1.139 2.123 -1.180
H 1.506 1.004 -0.015
H -0.909 0.932 1.198
H -1.098 2.452 0.110
H 0.289 2.559 1.618
```

HOMO-LUMO gap, eV: 8.705
Largest force on an atom, eV Å⁻¹: 4.3
Multiplicity: 1
Structure (SMILES): [H]/N=C/N(C=S)CCC
Lowest unoccupied orbital energy, eV: -0.11
E_HOMO, eV: -8.818